No. 1
2 unconnected molecules or ions with the total composition C4H9NO. Source: OMol25; level of theory: ωB97M-V/def2-TZVPD.

Structure (XYZ):
```
15
Properties=species:S:1:pos:R:3
C -1.452 1.137 -0.030
N -0.878 0.020 -0.009
C -1.534 -1.215 0.323
H -2.468 1.330 0.329
H -0.901 1.978 -0.463
H -1.672 -1.745 -0.626
H -2.505 -1.087 0.819
H -0.872 -1.840 0.931
C 2.045 0.345 0.412
C 1.309 -0.081 -0.836
O 1.337 -1.200 -1.297
H 2.364 -0.522 0.996
H 1.458 1.028 1.036
H 2.930 0.891 0.064
H 0.876 0.777 -1.393
```

Results
Net charge: 0
E: -287.7447 hartree
Energy relative to the best compared isomer or geometry (same formula, charge and spin): 230.5 kJ/mol



No. 2
A single C4H9NO molecule. Source: OMol25; level of theory: ωB97M-V/def2-TZVPD.

Structure (XYZ):
```
15
Properties=species:S:1:pos:R:3
C 0.560 -1.752 -0.313
C 0.644 -0.593 -1.306
N -0.528 0.285 -1.286
C -0.900 1.154 -0.351
O 0.057 1.172 0.606
C -0.514 1.605 1.833
H 1.408 -2.433 -0.454
H -0.363 -2.325 -0.453
H 0.585 -1.382 0.716
H 1.532 0.013 -1.108
H 0.729 -0.975 -2.328
H -1.228 0.141 -1.995
H -1.372 0.966 2.060
H -0.855 2.642 1.775
H 0.246 1.482 2.606
```

Results
Net charge: 0
E: -287.7349 hartree
Energy relative to the best compared isomer or geometry (same formula, charge and spin): 256.0 kJ/mol



No. 3
A single C4H9NO molecule. Source: OMol25; level of theory: ωB97M-V/def2-TZVPD.

Structure (XYZ):
```
15
Properties=species:S:1:pos:R:3
C -2.536 -0.471 0.230
C -1.289 -0.081 -0.536
O -0.609 0.968 0.171
C 0.723 0.858 0.248
N 1.397 -0.049 -0.314
C 2.787 -0.147 0.063
H -2.277 -0.934 1.187
H -3.172 0.396 0.429
H -3.108 -1.201 -0.355
H -0.604 -0.924 -0.649
H -1.528 0.300 -1.534
H 1.136 1.653 0.882
H 2.948 -1.153 0.469
H 3.096 0.584 0.828
H 3.441 -0.037 -0.807
```

Results
Net charge: 0
E: -287.7785 hartree
Energy relative to the best compared isomer or geometry (same formula, charge and spin): 141.7 kJ/mol



No. 4
2 unconnected molecules or ions with the total composition C4H9NO in a non-equilibrium geometry. Source: OMol25; level of theory: ωB97M-V/def2-TZVPD.

Structure (XYZ):
```
15
Properties=species:S:1:pos:R:3
C -1.708 -1.275 -0.269
N -1.102 -0.173 -0.191
C -1.546 0.759 0.852
H -1.386 -1.988 -1.026
H -2.477 -1.589 0.444
H -0.848 1.593 0.871
H -2.526 1.154 0.581
H -1.564 0.288 1.834
C 2.046 0.389 -1.011
C 1.691 -0.112 0.367
O 1.750 0.555 1.366
H 2.511 -0.422 -1.579
H 1.163 0.712 -1.560
H 2.733 1.237 -0.991
H 1.263 -1.127 0.311
```

Results
Net charge: 0
E: -287.7490 hartree
Energy relative to the best compared isomer or geometry (same formula, charge and spin): 219.0 kJ/mol



No. 5
A single C4H9NO molecule. Source: OMol25; level of theory: ωB97M-V/def2-TZVPD.

Structure (XYZ):
```
15
Properties=species:S:1:pos:R:3
C 1.671 0.829 0.017
C 0.733 -0.369 0.060
O 1.504 -1.432 0.618
C -0.548 -0.276 0.825
C -1.837 0.476 -0.990
N -1.708 -0.176 0.168
H 2.592 0.546 -0.504
H 1.209 1.667 -0.514
H 1.930 1.148 1.031
H 0.430 -0.598 -0.985
H 0.905 -2.188 0.689
H -0.568 -0.480 1.889
H -2.601 0.197 -1.699
H -1.195 1.328 -1.146
H -2.518 -0.673 0.541
```

Results
Net charge: 0
E: -287.7075 hartree
Energy relative to the best compared isomer or geometry (same formula, charge and spin): 328.0 kJ/mol



No. 6
A single C4H9NO molecule in a non-equilibrium geometry. Source: OMol25; level of theory: ωB97M-V/def2-TZVPD.

Structure (XYZ):
```
15
Properties=species:S:1:pos:R:3
C 2.595 -0.280 -0.020
O 1.300 0.408 0.054
N 0.241 -0.572 0.015
C -0.919 -0.057 -0.032
C -1.285 1.400 -0.035
C -2.030 -0.992 -0.005
H 2.763 -0.937 0.866
H 2.550 -0.749 -0.997
H 3.315 0.565 -0.079
H -2.392 1.605 -0.070
H -0.840 1.637 0.966
H -0.491 1.959 -0.722
H -2.649 -0.815 0.946
H -2.770 -0.950 -0.828
H -1.738 -1.998 -0.071
```

Results
Net charge: 0
E: -287.7089 hartree
Energy relative to the best compared isomer or geometry (same formula, charge and spin): 324.4 kJ/mol